58
Properties=species:S:1:pos:R:3:forces:R:3 method="wB97M-V/def2-TZVPD" spin_multiplicity=1 e_above_lowest_kcal_mol=0.0 charge=-1 orbital_gap_ev=7.9 homo_energy_ev=-5.35
Pd -0.01160 -0.02611 0.42858 0.0 0.0 0.0
C 3.63601 -0.68277 -0.06360 0.0 0.0 0.0
C 3.50460 0.71761 -0.59825 0.0 0.0 0.0
C 4.33132 1.18169 -1.61518 0.0 0.0 0.0
C 4.21540 2.48354 -2.07772 0.0 0.0 0.0
C 3.26992 3.33141 -1.52219 0.0 0.0 0.0
C 2.42195 2.89712 -0.51082 0.0 0.0 0.0
C 1.37226 3.79011 0.08153 0.0 0.0 0.0
C 2.54909 1.58172 -0.05742 0.0 0.0 0.0
N 1.63974 1.07220 0.89990 0.0 0.0 0.0
C 1.81495 1.32194 2.20395 0.1 0.0 0.0
O 2.70456 1.97041 2.75284 0.0 0.0 0.0
C 0.74708 0.64876 3.04809 0.0 0.0 0.0
C 0.65162 0.69428 4.42682 0.0 0.0 0.0
C -0.38692 -0.00054 5.03708 0.0 0.0 0.0
C -1.30071 -0.72435 4.27763 0.0 0.0 0.0
C -1.15124 -0.72717 2.90372 0.0 0.0 0.0
N -0.14701 -0.04941 2.35657 0.0 0.0 0.0
C -2.03395 -1.46165 1.91121 0.0 0.0 0.0
O -2.95669 -2.16627 2.31830 0.0 0.0 0.0
N -1.64723 -1.23275 0.65042 0.0 -0.1 0.0
C -2.32468 -1.84575 -0.42924 0.0 0.0 0.0
C -1.79134 -3.01250 -0.98527 0.0 0.0 0.0
C -0.59552 -3.66070 -0.34428 0.0 0.0 0.0
C -2.39111 -3.55299 -2.11831 0.0 0.0 0.0
C -3.50286 -2.94725 -2.68253 0.0 0.0 0.0
C -4.02665 -1.79624 -2.11288 0.0 0.0 0.0
C -3.45024 -1.22691 -0.98271 0.0 0.0 0.0
C -3.99941 0.02193 -0.35804 0.0 0.0 0.0
H 4.39101 -1.24049 -0.61871 0.0 0.0 0.0
H 2.68757 -1.22595 -0.11181 0.0 0.0 0.0
H 3.92140 -0.66766 0.99053 0.0 0.0 0.0
H 5.07397 0.51555 -2.04087 0.0 0.0 0.0
H 4.85935 2.83635 -2.87416 0.0 0.0 0.0
H 3.17084 4.34653 -1.88896 0.0 0.0 0.0
H 1.38051 4.76670 -0.40280 0.0 0.0 0.0
H 1.55159 3.92836 1.15040 0.0 0.0 0.0
H 0.38205 3.34383 -0.04118 0.0 0.0 0.0
H 1.38455 1.26634 4.97783 0.0 0.0 0.0
H -0.48498 0.02137 6.11523 0.0 0.0 0.0
H -2.11902 -1.28169 4.71107 0.0 0.0 0.0
H 0.24115 -2.96101 -0.26418 0.0 0.0 0.0
H -0.27386 -4.53318 -0.91363 0.0 0.0 0.0
H -0.83205 -3.97726 0.67390 0.0 0.0 0.0
H -1.98125 -4.45693 -2.55543 0.0 0.0 0.0
H -3.96134 -3.37173 -3.56748 0.0 0.0 0.0
H -4.89314 -1.31834 -2.55489 0.0 0.0 0.0
H -4.86638 0.37919 -0.91371 0.0 0.0 0.0
H -3.24238 0.81065 -0.34432 0.0 0.0 0.0
H -4.30230 -0.17708 0.67291 0.0 0.0 0.0
N 0.22682 -0.18600 -1.66882 0.0 0.0 0.0
N -0.03896 0.97650 -2.45132 -0.1 0.1 0.0
C -1.11369 1.87006 -2.00272 0.1 0.0 0.0
O -1.63156 2.49311 -2.93475 0.0 0.0 0.0
O -1.31450 1.90225 -0.77090 0.0 0.0 -0.1
H 1.20027 -0.43395 -1.82248 0.0 0.0 0.0
H -0.35790 -0.96899 -1.96430 0.0 0.0 0.0
H -0.19911 0.74406 -3.42265 0.0 0.0 0.0